No. 1
83
Properties=species:S:1:pos:R:3:forces:R:3:mulliken_charge:R:1 method="wB97M-V/def2-TZVPD" spin_multiplicity=1 e_lumo_ha="-0.118 / -0.145" total_charge=+1 energy_ha=-2792.39232 de_lowest_kj_mol=571.7 homo_lumo_gap_ev="6.0 / 5.4" homo_ev="-9.23 / -9.31" largest_force_ev_per_a=5.4
Sc -1.581769 -0.097899 -0.922019 3.8 -3.7 -1.2 -2.097
C 3.346753 0.715009 -1.022321 -1.7 2.1 -0.6 0.406
C 2.614760 1.815999 -0.499229 1.0 -1.5 -0.6 0.705
C 3.590975 0.691256 1.261880 0.8 -1.5 -2.0 0.717
C 3.923810 0.003242 0.059440 -0.1 0.8 3.4 0.970
C 2.786619 1.804510 0.913491 -0.2 0.0 -0.4 0.458
C 3.485841 0.344800 -2.456808 0.0 0.0 -0.3 -1.695
H 3.099470 1.140848 -3.106682 0.1 -0.3 0.1 0.396
H 2.933319 -0.586231 -2.679804 0.3 0.3 0.0 0.220
H 4.542803 0.180928 -2.731326 -0.4 0.0 0.1 0.461
C 4.748720 -1.211685 -0.028160 0.4 -0.5 -0.3 -1.487
H 5.078736 -1.373419 -1.061239 0.0 -0.1 0.2 0.393
H 4.203738 -2.111003 0.293128 0.1 0.2 -0.1 0.111
H 5.639870 -1.120282 0.605536 -0.1 -0.1 -0.1 0.382
C 4.024018 0.325263 2.619361 0.2 -0.2 0.8 -1.525
H 5.026715 -0.129598 2.606702 -0.3 0.1 0.1 0.416
H 3.335502 -0.396936 3.089563 0.2 0.2 0.0 0.081
H 4.063923 1.216147 3.264611 0.0 -0.3 -0.1 0.399
C 2.170271 2.753347 1.878401 -0.1 0.2 0.1 -1.567
H 2.903955 3.191496 2.573367 -0.2 -0.2 -0.2 0.450
H 1.412245 2.229603 2.487034 0.2 0.2 -0.1 0.078
H 1.677587 3.580526 1.355395 0.1 -0.1 0.1 0.433
C 1.806384 2.781079 -1.266993 -0.4 0.6 -0.5 -1.479
H 2.328191 3.730581 -1.490526 -0.2 -0.3 0.1 0.371
H 0.890593 3.032510 -0.707383 0.2 0.2 -0.2 0.250
H 1.495200 2.337000 -2.224057 0.0 0.2 0.1 0.292
C -3.046527 -1.085313 -2.000081 -2.7 -0.9 -1.5 -0.394
C -2.562723 0.125211 -2.796545 1.6 -1.1 -0.6 -0.258
C -2.673730 1.589008 -2.776696 -1.2 1.9 -0.7 -1.296
C -2.597326 2.420649 -1.462097 0.0 -0.1 -0.9 -0.845
C -1.685104 1.898056 -0.335720 0.2 2.8 1.5 1.170
C -2.444780 1.098216 0.807229 -0.4 1.9 2.8 -0.306
C -2.938118 -0.382547 0.775663 -0.9 -0.3 1.1 0.192
C -3.716060 -0.884613 -0.509272 -0.2 -0.9 -0.3 -0.366
H -3.592837 1.894303 -3.295230 -0.2 0.4 0.2 0.430
H -3.627345 2.534633 -1.092906 0.5 0.1 0.2 0.391
H -1.897096 1.972689 -3.473797 -0.1 -0.3 0.5 0.324
H -4.579517 -0.220144 -0.633864 0.3 -0.1 -0.4 0.317
H -3.928029 -1.528093 -2.483057 0.0 0.2 0.1 0.487
H -2.587443 -0.218196 -3.856388 0.4 0.3 0.9 0.818
H -4.115271 -1.875751 -0.255410 0.3 0.3 0.1 0.607
H -2.216869 -1.152587 1.125543 0.1 0.6 -0.4 -1.107
H -3.355689 1.707089 0.979080 0.3 -0.3 -0.8 0.910
H -3.703043 -0.399655 1.570315 0.2 0.0 -0.5 0.865
H -2.208772 3.426065 -1.724951 -0.4 -0.6 0.1 0.384
H -1.384413 2.797573 0.200813 0.1 -0.3 -0.1 0.223
P -1.203703 -2.128619 -4.085856 0.3 1.4 1.1 -0.098
C -0.292019 -3.640065 -4.579935 -0.4 -0.5 0.6 -1.060
C 0.213389 -0.982214 -3.659523 0.3 0.7 -0.1 -0.326
P -1.682606 1.680299 2.697836 1.3 -0.4 -1.7 0.540
C -1.916808 -2.118057 -2.350858 -0.5 -1.2 -0.1 -0.435
C -1.744462 3.522462 2.533424 -0.6 -0.1 -0.1 -1.315
C -3.105841 1.358708 3.768421 -0.4 -0.3 0.1 -1.314
H 0.270598 -4.125643 -3.779750 0.0 0.0 -0.1 0.348
H 0.401441 -3.362742 -5.381049 -0.2 0.2 0.2 0.363
H -1.018314 -4.337149 -5.011799 0.2 0.0 0.2 0.387
H -0.121773 0.055052 -3.844290 0.3 -0.5 0.0 0.148
H 1.137227 -1.159857 -4.237109 -0.5 -0.1 0.1 0.687
H 0.468145 -1.067085 -2.587161 0.0 -0.1 -0.6 -0.304
H -4.011009 1.312648 3.141411 -0.1 0.0 0.6 0.351
H -3.179191 2.143139 4.539448 -0.1 -0.1 -0.5 0.435
H -2.925683 0.418673 4.316503 -0.3 0.2 -0.4 0.303
H -2.054633 -3.121445 -1.953714 -0.1 0.0 0.3 0.584
H -0.650909 1.583617 -0.692647 -0.6 0.6 0.5 -0.411
H -1.019987 3.928202 3.255794 -0.3 -0.1 -0.1 0.383
H -2.760869 3.894463 2.745165 0.4 0.1 -0.1 0.452
H -1.417645 3.867034 1.541989 -0.1 0.1 0.5 0.387
C -1.064955 -3.409605 2.230942 0.0 -0.2 -0.2 -1.216
Si 0.259721 -2.144065 1.798150 0.1 0.5 -0.4 0.325
C 0.203959 -0.965914 3.270139 0.1 0.0 0.1 -0.594
C 1.916368 -3.014378 1.834417 0.1 -0.3 0.1 -1.080
C 0.049727 -1.295083 0.115969 0.1 0.2 -0.7 0.787
H -0.698831 -3.959170 3.113875 -0.2 0.1 -0.3 0.355
H -1.226458 -4.132600 1.420707 0.0 0.0 0.2 0.349
H -2.028476 -2.953832 2.498168 0.1 -0.1 0.0 0.290
H 0.686624 -1.491451 4.111487 -0.1 0.1 -0.2 0.516
H 0.737613 -0.018720 3.107323 -0.1 -0.3 0.1 0.021
H -0.825962 -0.730045 3.584632 0.4 -0.1 -0.1 0.091
H 2.154209 -3.485117 0.869494 -0.1 0.1 0.3 0.305
H 2.739648 -2.334048 2.093825 -0.2 -0.2 -0.1 0.183
H 1.857844 -3.803160 2.600503 0.2 0.2 -0.2 0.391
H 0.856263 -0.510344 0.092996 -0.2 -0.4 0.0 -0.702
H 0.309820 -2.037571 -0.692914 0.0 0.5 0.8 0.186

***

No. 2
71
Properties=species:S:1:pos:R:3:forces:R:3:mulliken_spin:R:1 method="wB97M-V/def2-TZVPD" spin_multiplicity=6 e_lumo_ha="-0.274 / -0.448" total_charge=+3 energy_ha=-2329.79737 s_squared=8.812 de_lowest_kj_mol=96.2 homo_lumo_gap_ev="7.7 / 3.8" homo_ev="-15.19 / -16.03" largest_force_ev_per_a=2.0
Ir 0.768763 -0.554397 -0.416523 -0.5 -0.4 0.5 2.200
N 1.095428 -4.227139 -0.736542 0.0 0.2 -0.2 0.005
C -0.157502 -3.840713 -0.958424 -0.6 0.2 0.1 -0.008
N -1.037918 -4.802985 -1.166725 0.0 -0.6 -0.1 0.006
C -2.307559 -4.466719 -1.356946 0.6 0.5 0.1 -0.001
N -3.216523 -5.411371 -1.516709 -0.1 -0.1 -0.1 -0.001
N -2.712252 -3.174236 -1.390735 -0.7 0.2 -0.1 0.004
C -1.794532 -2.274730 -1.185357 0.4 -0.5 0.0 0.026
N -0.497029 -2.508873 -0.932751 0.3 0.3 0.0 0.126
C -2.239274 -0.860317 -1.257659 -0.2 0.2 -0.1 -0.020
C -3.549932 -0.567945 -1.617500 0.0 0.0 0.1 -0.008
C -3.946845 0.755540 -1.706839 0.1 -0.1 0.0 0.003
C -3.011165 1.746125 -1.444242 0.1 0.0 0.0 -0.009
C -1.725225 1.370949 -1.096380 -0.1 0.3 -0.1 0.003
N -1.345709 0.097264 -0.994507 0.4 -0.2 0.1 0.102
H 1.303698 -5.209219 -0.796023 0.0 0.0 0.0 -0.001
H 1.821103 -3.559565 -0.582703 0.2 0.1 0.1 0.001
H -2.940878 -6.378628 -1.515655 0.0 0.0 0.0 0.000
H -4.174459 -5.168625 -1.697157 0.0 0.0 0.0 0.000
H -4.220224 -1.390478 -1.816246 0.0 0.0 0.0 0.001
H -4.957410 1.013161 -1.993948 0.0 0.0 0.0 0.000
H -3.270615 2.793467 -1.522676 0.0 0.0 0.0 0.000
H -0.961803 2.121729 -0.923597 0.0 -0.1 0.0 0.018
N 1.763466 -0.226160 -5.350309 0.2 0.0 -0.2 0.038
C 1.826353 -0.411088 -4.032544 -0.4 0.3 -0.3 0.051
O 0.949132 -0.066862 -3.246655 0.3 -0.2 0.2 0.116
C 3.090975 -1.074280 -3.536627 0.0 0.2 -0.4 0.350
C 4.240547 -1.180500 -4.320497 0.0 -0.2 0.2 -0.026
N 5.185705 -1.250402 -4.983544 0.0 0.0 -0.1 0.301
C 2.999079 -1.472385 -2.211028 -0.5 -0.2 0.9 0.100
N 2.578917 -1.602378 -1.131478 1.2 -0.3 -1.0 0.267
H 0.944451 0.197138 -5.759900 0.0 0.0 0.1 -0.002
H 2.501022 -0.515786 -5.974674 0.0 0.0 0.0 -0.002
N 3.906547 2.349696 -1.343112 0.0 0.0 0.0 0.003
C 4.565327 1.652573 -0.364442 0.0 -0.1 0.2 0.000
C 3.624545 0.861800 0.221347 0.1 0.2 0.0 0.002
N 2.404550 1.075434 -0.386341 -0.3 -0.2 -0.2 0.069
C 2.615247 1.975141 -1.331615 -0.1 0.0 0.1 0.000
H 4.330845 3.025023 -1.960415 -0.1 0.0 0.0 0.000
H 5.617345 1.768971 -0.169370 0.0 0.0 0.0 0.001
H 3.741404 0.157889 1.026496 0.0 0.0 -0.1 0.007
H 1.862766 2.375387 -1.991438 0.1 -0.1 -0.1 0.000
N 2.406777 -0.332086 3.133459 0.1 0.1 0.2 -0.005
C 2.139804 -1.624695 2.972480 -0.4 -0.4 -0.5 -0.018
N 2.696534 -2.522870 3.769402 0.2 0.1 0.2 0.013
S 1.070772 -2.180758 1.739258 0.0 0.5 -0.1 0.174
H 3.011978 -0.003655 3.870760 0.0 0.1 -0.1 0.000
H 1.918889 0.328218 2.550921 -0.1 0.0 0.0 0.009
H 3.293885 -2.267136 4.541438 0.0 0.0 0.0 0.000
H 2.518796 -3.502818 3.625754 -0.1 0.0 -0.1 0.000
C 0.373817 3.688409 1.288990 0.2 -0.1 -0.1 -0.020
N -0.823319 3.055331 1.805769 -0.5 0.0 0.4 0.369
C -1.842127 3.963831 2.331817 -0.3 0.2 0.1 -0.003
C -3.177964 3.267764 2.484643 0.2 -0.1 -0.1 0.012
C -2.959772 1.983097 3.257244 -0.3 0.3 -0.2 -0.004
N -1.950507 1.166461 2.592505 -0.8 -0.1 0.8 0.551
C -2.015158 -0.260313 2.819264 0.2 -0.3 -0.4 0.006
C -0.866090 1.698700 1.934711 1.7 -0.5 -1.0 0.007
O 0.036217 0.960133 1.507585 -0.7 0.8 0.6 -0.002
H 0.108709 4.330491 0.446576 -0.1 0.0 0.0 0.020
H 1.084949 2.930090 0.979206 0.0 0.0 0.0 -0.001
H 0.806788 4.320281 2.069264 0.0 0.0 0.0 0.025
H -1.917421 4.814197 1.653650 0.1 0.0 0.0 0.007
H -1.490054 4.352184 3.296691 0.1 0.0 0.0 0.022
H -3.597063 3.041308 1.501744 -0.1 0.0 0.0 0.004
H -3.878881 3.909955 3.013629 0.0 0.0 0.0 -0.003
H -3.875881 1.400677 3.337389 0.1 -0.1 0.0 0.009
H -2.619786 2.197917 4.280088 0.1 -0.1 0.0 0.037
H -3.016419 -0.614937 2.566102 -0.1 0.1 0.1 0.028
H -1.841469 -0.467368 3.881075 0.0 0.1 0.0 0.047
H -1.266361 -0.773915 2.220577 0.1 0.1 0.1 -0.003